[1]
Entry from the Open Molecules 2025 dataset: a single C8H9FN2 molecule (ωB97M-V/def2-TZVPD).

Net charge: 0
Highest occupied orbital energy (alpha / beta), eV: -8.5 / -8.5
Frontier orbital gap (alpha / beta), eV: 8.09 / 8.11

```
20
C8H9FN2 (ωB97M-V/def2-TZVPD)
C 1.835 1.127 -0.864
C -0.509 -1.252 -0.290
C 0.693 -2.075 -0.466
C -0.518 -0.006 0.096
C 2.364 -0.803 0.714
C 1.810 0.554 0.405
C -2.760 0.906 -0.264
C -1.371 1.141 0.338
N 1.771 1.587 -1.919
N 1.875 -1.908 -0.067
F 1.754 1.412 1.459
H -1.441 -1.767 -0.523
H 0.526 -2.997 -1.017
H 3.456 -0.812 0.579
H 2.172 -1.014 1.774
H -3.277 0.111 0.266
H -2.656 0.624 -1.309
H -3.353 1.815 -0.206
H -1.440 1.327 1.415
H -0.932 2.032 -0.122
```

---

[2]
Entry from the Open Molecules 2025 dataset: 13 unconnected molecules or ions with the total composition C69H77N9O30 (ωB97M-V/def2-TZVPD).

Net charge: 0
Highest occupied orbital energy, eV: -9.2
Frontier orbital gap, eV: 8.16

```
185
C69H77N9O30 (ωB97M-V/def2-TZVPD)
C 1.484 -6.502 -2.254
O 1.902 -5.254 -1.790
C 2.110 -4.246 -2.832
C 3.056 -4.732 -3.929
O 4.360 -4.907 -3.492
C 5.360 -4.125 -4.093
C 5.473 -2.744 -3.534
O 4.393 -1.900 -3.922
C 4.581 -0.587 -3.542
H 1.011 -6.993 -1.373
H 2.319 -7.103 -2.643
H 0.723 -6.476 -3.006
H 2.494 -3.316 -2.410
H 1.182 -4.080 -3.340
H 3.000 -3.956 -4.688
H 2.578 -5.714 -4.263
H 5.200 -4.080 -5.176
H 6.342 -4.553 -3.912
H 6.433 -2.354 -3.972
H 5.580 -2.728 -2.440
H 4.733 -0.605 -2.457
H 3.674 -0.020 -3.772
H 5.419 -0.065 -3.965
C -1.729 -1.206 0.626
C -1.347 0.154 0.783
C -0.048 0.554 0.569
C 0.839 -0.428 0.187
C 0.475 -1.738 -0.103
C -0.834 -2.151 0.176
N 2.216 0.007 -0.205
O 2.868 -0.638 -1.018
O 2.578 1.043 0.204
H -2.725 -1.465 0.906
H -2.101 0.872 1.083
H 0.269 1.553 0.737
H 1.198 -2.398 -0.495
H -1.089 -3.172 0.052
C -4.053 -3.178 -1.827
C -4.273 -2.339 -2.940
C -3.377 -2.337 -4.016
C -2.316 -3.162 -3.926
C -2.057 -4.018 -2.908
C -2.922 -4.024 -1.833
N -1.446 -3.303 -5.114
O -1.694 -2.612 -6.074
O -0.532 -4.131 -5.133
H -4.783 -3.229 -1.017
H -5.210 -1.772 -3.002
H -3.595 -1.806 -4.933
H -1.169 -4.629 -2.905
H -2.875 -4.762 -1.034
C 0.057 -0.446 3.699
C -1.216 -0.314 4.277
C -1.412 0.519 5.372
C -0.323 1.220 5.853
C 0.909 1.234 5.267
C 1.075 0.376 4.167
N -0.567 2.059 7.037
O 0.354 2.758 7.466
O -1.682 2.036 7.544
H 0.213 -1.088 2.813
H -2.031 -0.889 3.932
H -2.399 0.598 5.755
H 1.721 1.862 5.670
H 1.993 0.315 3.650
C 1.796 2.723 -3.949
C 2.376 2.398 -2.723
C 3.779 2.465 -2.633
C 4.465 2.720 -3.816
C 3.865 3.034 -5.060
C 2.477 3.021 -5.125
N 5.980 2.603 -3.890
O 6.566 2.401 -2.782
O 6.502 2.650 -4.995
H 0.719 2.858 -3.907
H 1.802 2.297 -1.836
H 4.250 2.262 -1.669
H 4.524 3.222 -5.864
H 1.929 3.306 -6.000
C 8.048 -0.381 -0.163
C 7.970 -1.754 -0.287
C 6.790 -2.385 0.137
C 5.759 -1.610 0.648
C 5.840 -0.242 0.829
C 6.983 0.389 0.312
N 4.494 -2.379 1.010
O 4.428 -3.544 0.653
O 3.610 -1.740 1.605
H 8.890 0.141 -0.584
H 8.694 -2.242 -0.896
H 6.662 -3.450 -0.057
H 4.957 0.304 1.123
H 7.006 1.490 0.294
C -5.552 3.479 1.350
C -6.288 2.928 2.383
C -6.470 1.531 2.483
C -5.802 0.759 1.558
C -4.999 1.280 0.548
C -4.844 2.656 0.441
N -6.128 -0.716 1.579
O -6.976 -1.126 2.386
O -5.508 -1.412 0.780
H -5.528 4.556 1.277
H -6.847 3.563 3.048
H -7.116 1.030 3.191
H -4.534 0.611 -0.151
H -4.201 3.067 -0.286
C -2.468 7.542 -1.813
C -2.526 7.095 -0.515
C -2.023 5.854 -0.161
C -1.523 5.050 -1.200
C -1.498 5.451 -2.523
C -2.005 6.719 -2.816
N -1.071 3.715 -0.862
O -1.491 3.179 0.148
O -0.332 3.157 -1.687
H -2.874 8.516 -2.016
H -2.905 7.831 0.157
H -2.072 5.523 0.879
H -1.161 4.806 -3.328
H -2.007 7.046 -3.828
C -0.750 4.403 4.487
C -1.597 3.511 3.801
C -2.868 3.221 4.305
C -3.220 3.736 5.519
C -2.444 4.667 6.198
C -1.181 4.954 5.670
N -4.592 3.520 5.985
O -5.182 2.497 5.729
O -5.056 4.450 6.654
H 0.243 4.643 4.136
H -1.246 3.126 2.852
H -3.511 2.532 3.764
H -2.780 5.115 7.107
H -0.538 5.719 6.075
C 0.795 -0.578 -5.119
C -0.064 0.056 -5.971
C -1.079 0.786 -5.403
C -1.313 0.694 -4.052
C -0.519 0.033 -3.129
C 0.525 -0.668 -3.738
N -2.492 1.399 -3.512
O -3.192 2.151 -4.228
O -2.719 1.322 -2.321
H 1.674 -1.096 -5.489
H 0.040 -0.087 -7.059
H -1.848 1.314 -5.939
H -0.813 -0.019 -2.102
H 1.191 -1.273 -3.135
C 3.908 3.382 2.117
O 3.229 4.273 1.192
C 1.908 4.259 1.361
O 1.317 3.596 2.210
O 1.244 5.038 0.531
C 1.969 5.621 -0.634
H 3.645 3.657 3.124
H 4.948 3.674 2.022
H 3.709 2.361 1.932
H 2.753 6.280 -0.265
H 1.214 6.205 -1.218
H 2.405 4.815 -1.242
C -3.346 -3.903 2.480
O -3.679 -2.461 2.889
C -4.423 -2.414 3.984
O -4.883 -3.363 4.529
O -4.765 -1.136 4.246
C -5.701 -0.978 5.322
H -2.286 -3.898 2.404
H -3.804 -4.116 1.514
H -3.700 -4.621 3.220
H -6.690 -1.372 5.060
H -5.772 0.085 5.446
H -5.340 -1.468 6.220
C -1.879 -8.053 2.810
O -2.160 -6.937 1.876
C -1.187 -6.107 1.511
O -1.358 -5.404 0.536
O -0.180 -6.021 2.390
C 0.790 -4.995 2.144
H -1.634 -7.732 3.796
H -1.029 -8.560 2.365
H -2.722 -8.710 2.788
H 1.669 -5.252 2.696
H 0.510 -4.030 2.532
H 1.074 -4.969 1.094
```

---

[3]
Entry from the Open Molecules 2025 dataset: a molecular structure, CH4N3P3 (ωB97M-V/def2-TZVPD).

Net charge: 0
Highest occupied orbital energy, eV: -9.1
Frontier orbital gap, eV: 8.02

```
11
CH4N3P3 (ωB97M-V/def2-TZVPD)
C -1.724 0.006 0.352
N 2.470 0.129 0.525
N 1.890 -2.676 0.201
N 0.576 1.511 -0.457
P 1.984 1.637 0.301
P 1.693 -1.206 0.033
P -0.184 0.057 -0.655
H -2.551 0.454 -0.199
H -1.911 -0.969 0.669
H -1.494 0.641 1.108
H -0.749 0.415 -1.879
```

---

[4]
Entry from the Open Molecules 2025 dataset: a gas-phase ion, C7H15N2 (charge +1) (ωB97M-V/def2-TZVPD).

Net charge: +1
Highest occupied orbital energy (alpha / beta), eV: -10.3 / -14.6
Frontier orbital gap (alpha / beta), eV: 7.53 / 6.87
Multiplicity: 3

```
24
C7H15N2 (ωB97M-V/def2-TZVPD)
C 0.403 -0.179 -0.068
C 0.993 1.341 -1.456
C -0.232 1.018 -0.610
C -1.568 0.784 -1.310
C -0.618 1.846 0.678
C -0.817 -1.413 1.529
C 1.420 -2.165 0.948
N 1.760 0.157 -1.026
N 0.281 -1.309 0.553
H 0.733 1.317 -2.440
H 1.686 2.287 -1.242
H -2.087 1.664 -1.414
H -2.269 0.024 -0.994
H -1.283 0.503 -2.450
H -0.993 2.770 0.524
H 0.124 2.179 1.374
H -1.298 1.385 1.282
H -1.177 -0.493 1.758
H -1.632 -2.064 1.037
H -0.573 -1.871 2.401
H 1.207 -3.196 0.604
H 2.211 -1.923 0.137
H 1.779 -2.147 1.948
H 1.947 -0.516 -1.761
```

---

[5]
Entry from the Open Molecules 2025 dataset: a single C15H19F4NO molecule (ωB97M-V/def2-TZVPD).

Structure (SMILES): Cc1c(F)c(F)c(C(=O)N[C@@H](C)CCC(C)C)c(F)c1F
Net charge: 0
Highest occupied orbital energy, eV: -9.1
Frontier orbital gap, eV: 9.31

```
40
C15H19F4NO (ωB97M-V/def2-TZVPD)
C 5.603 -3.317 1.550
C 4.520 -2.337 1.199
C 4.743 -0.999 1.378
F 5.930 -0.608 1.772
C 3.687 -0.024 1.057
F 3.931 1.214 1.438
C 2.377 -0.439 0.544
C 1.230 0.457 0.205
O 1.314 1.655 0.429
N 0.184 0.041 -0.527
C -0.638 0.826 -1.320
C -0.079 0.799 -2.793
C -2.065 0.260 -1.273
C -2.699 0.592 0.083
C -3.725 1.797 0.054
C -4.065 2.243 1.513
C -4.984 1.496 -0.811
C 2.158 -1.830 0.383
F 0.988 -2.271 -0.060
C 3.185 -2.728 0.743
F 2.925 -4.002 0.493
H 5.219 -4.276 1.636
H 5.988 -2.988 2.548
H 6.391 -3.315 0.820
H -0.155 -0.963 -0.476
H -0.710 1.852 -0.952
H 0.886 1.281 -2.804
H 0.117 -0.186 -3.277
H -0.805 1.256 -3.457
H -2.018 -0.784 -1.476
H -2.698 0.733 -2.111
H -1.924 0.872 0.817
H -3.287 -0.236 0.442
H -3.324 2.686 -0.534
H -3.076 2.479 1.904
H -4.490 1.395 2.167
H -4.725 3.062 1.693
H -4.935 0.629 -1.400
H -5.892 1.321 -0.120
H -5.081 2.354 -1.478
```

---

[6]
Entry from the Open Molecules 2025 dataset: a single C23H24N2O6S2 molecule (ωB97M-V/def2-TZVPD).

Structure (SMILES): COc1ccccc1NC(=O)CCN1C(=O)/C(=C/c2cc(OC)c(OC)c(OC)c2)SC1=S
Net charge: 0
Highest occupied orbital energy, eV: -7.9
Frontier orbital gap, eV: 7.00

```
57
C23H24N2O6S2 (ωB97M-V/def2-TZVPD)
C 3.346 -3.813 4.887
O 3.302 -3.891 3.484
C 3.829 -4.999 2.870
C 4.399 -6.077 3.523
C 4.896 -7.148 2.793
C 4.825 -7.147 1.415
C 4.259 -6.072 0.748
C 3.760 -4.996 1.463
N 3.175 -3.871 0.872
C 2.911 -3.637 -0.437
O 3.174 -4.383 -1.352
C 2.210 -2.296 -0.644
C 0.759 -2.378 -0.160
N 0.152 -1.065 -0.111
C -0.696 -0.631 -1.121
O -1.009 -1.318 -2.066
C -1.140 0.740 -0.861
C -1.977 1.362 -1.725
C -2.539 2.676 -1.711
C -2.254 3.623 -0.725
C -2.809 4.892 -0.752
O -2.541 5.836 0.203
C -1.656 5.511 1.249
C -3.687 5.246 -1.794
O -4.318 6.423 -1.985
C -4.130 7.527 -1.128
C -3.982 4.283 -2.793
O -4.841 4.717 -3.752
C -5.194 3.828 -4.785
C -3.415 3.028 -2.749
S -0.435 1.320 0.635
C 0.408 -0.199 0.900
S 1.358 -0.508 2.192
H 4.375 -3.829 5.258
H 2.885 -2.859 5.139
H 2.778 -4.626 5.352
H 4.462 -6.098 4.600
H 5.338 -7.983 3.317
H 5.211 -7.980 0.849
H 4.197 -6.060 -0.327
H 2.916 -3.163 1.549
H 2.739 -1.522 -0.084
H 2.232 -2.051 -1.706
H 0.162 -2.975 -0.854
H 0.709 -2.812 0.842
H -2.257 0.739 -2.568
H -1.581 3.356 0.071
H -1.600 6.407 1.865
H -0.658 5.268 0.873
H -2.031 4.680 1.853
H -4.748 8.318 -1.552
H -3.088 7.850 -1.108
H -4.461 7.311 -0.111
H -4.321 3.525 -5.372
H -5.699 2.938 -4.396
H -5.881 4.382 -5.422
H -3.635 2.297 -3.509
```

---

[7]
Entry from the Open Molecules 2025 dataset: a single C9H16N2O2 molecule (ωB97M-V/def2-TZVPD).

Net charge: 0
Highest occupied orbital energy (alpha / beta), eV: -7.9 / -7.9
Frontier orbital gap (alpha / beta), eV: 7.34 / 7.34

```
29
C9H16N2O2 (ωB97M-V/def2-TZVPD)
C 1.915 -1.534 -0.243
C 2.702 -0.234 -0.126
C -0.434 -0.739 -0.605
C -0.355 -0.015 -1.913
C -2.749 -0.718 0.161
C -1.346 1.358 0.643
C -0.875 -0.904 1.867
C 2.475 2.090 -0.211
C -1.390 -0.209 0.509
N 1.820 0.775 -0.205
N 0.644 -1.470 -0.290
O -0.416 -2.157 -0.778
O 3.893 -0.215 0.057
H 2.584 -2.480 -0.437
H -1.284 0.485 -2.151
H -0.075 -0.738 -2.736
H 0.420 0.705 -1.839
H -3.108 -0.583 -0.861
H -3.246 -0.339 0.977
H -2.749 -1.841 0.326
H -2.053 1.850 -0.093
H -1.846 1.625 1.556
H -0.219 1.579 0.522
H -1.608 -0.861 2.554
H 0.112 -0.535 2.187
H -0.635 -1.959 1.687
H 3.525 1.998 -0.457
H 1.849 2.639 -0.947
H 2.448 2.426 0.844
```

---

[8]
Entry from the Open Molecules 2025 dataset: a molecular structure, C3H11N3O (ωB97M-V/def2-TZVPD).

Net charge: 0
Highest occupied orbital energy, eV: -8.2
Frontier orbital gap, eV: 9.07

```
18
C3H11N3O (ωB97M-V/def2-TZVPD)
C 1.424 0.998 -1.148
C 0.485 -1.865 0.114
N 0.574 -0.422 0.299
H 1.185 -0.170 1.070
H 1.492 -2.285 0.080
H 1.824 1.971 -0.891
H 2.220 0.261 -1.094
H 1.001 0.910 -2.142
H -0.034 -2.077 -0.819
H -0.065 -2.333 0.937
C -0.579 0.506 0.319
N -1.736 -0.111 -0.316
N -0.912 0.809 1.699
O -0.140 1.608 -0.322
H -2.462 0.588 -0.436
H -1.716 0.300 2.044
H -1.000 1.805 1.847
H -1.563 -0.492 -1.240
```

---

[9]
Entry from the Open Molecules 2025 dataset: 4 unconnected molecules or ions with the total composition C24H53N6O3S2 (ωB97M-V/def2-TZVPD).

Net charge: +1
Highest occupied orbital energy, eV: -10.3
Frontier orbital gap, eV: 7.07

```
88
C24H53N6O3S2 (ωB97M-V/def2-TZVPD)
S -2.162 1.966 -0.625
C -1.241 1.314 -1.769
S -1.975 0.487 -3.136
C -0.809 0.715 -4.500
C -0.980 2.023 -5.255
C -0.236 1.959 -6.589
C 0.533 3.222 -7.003
C 1.539 2.911 -8.110
C 2.913 2.496 -7.570
N 2.836 1.991 -6.152
C 2.246 2.984 -5.169
C 1.296 3.926 -5.884
N 0.169 1.381 -1.732
C 0.928 2.513 -1.485
C 2.229 2.152 -1.613
N 2.318 0.810 -1.900
C 1.092 0.378 -1.941
H -0.928 -0.146 -5.153
H 0.186 0.677 -4.106
H -0.593 2.823 -4.630
H -2.034 2.239 -5.396
H 0.428 1.091 -6.590
H -0.950 1.743 -7.379
H -0.179 3.933 -7.411
H 1.151 2.157 -8.787
H 1.699 3.817 -8.686
H 3.348 1.699 -8.161
H 3.610 3.325 -7.560
H 3.773 1.745 -5.837
H 2.302 1.126 -6.131
H 3.072 3.515 -4.712
H 1.742 2.405 -4.404
H 1.854 4.745 -6.332
H 0.628 4.366 -5.153
H 0.483 3.460 -1.252
H 3.090 2.783 -1.499
H 0.792 -0.639 -2.110
C -4.325 -0.115 4.177
C -5.439 -1.102 3.843
C -5.396 -1.616 2.399
O -5.862 -0.701 1.427
C -4.923 0.255 0.986
N -6.728 -0.505 4.197
H -4.518 0.869 3.749
H -4.254 0.012 5.257
H -3.359 -0.467 3.809
H -5.299 -1.977 4.485
H -6.059 -2.481 2.321
H -4.382 -1.952 2.138
H -3.914 -0.171 0.946
H -4.907 1.143 1.625
H -5.213 0.562 -0.019
H -7.466 -1.195 4.098
H -6.947 0.212 3.512
C 6.194 0.637 2.237
C 5.162 0.417 1.136
C 4.476 -0.953 1.182
O 5.265 -2.025 0.709
C 6.150 -2.600 1.652
N 5.779 0.690 -0.165
H 7.114 0.090 2.034
H 6.452 1.693 2.301
H 5.813 0.318 3.208
H 4.366 1.156 1.277
H 3.607 -0.919 0.519
H 4.114 -1.171 2.196
H 5.712 -2.601 2.654
H 7.112 -2.082 1.688
H 6.325 -3.630 1.345
H 5.060 0.640 -0.883
H 6.408 -0.079 -0.378
C -0.803 -3.314 6.912
C -2.160 -3.479 7.587
C -3.122 -4.403 6.829
O -3.710 -3.820 5.682
C -2.945 -3.874 4.498
N -2.727 -2.154 7.844
H -0.866 -2.654 6.046
H -0.095 -2.867 7.608
H -0.401 -4.274 6.584
H -1.990 -3.952 8.558
H -3.957 -4.647 7.489
H -2.627 -5.345 6.559
H -2.370 -4.801 4.420
H -2.259 -3.025 4.417
H -3.645 -3.826 3.663
H -3.572 -2.241 8.402
H -3.038 -1.764 6.959
```

---

[10]
Entry from the Open Molecules 2025 dataset: 5 unconnected molecules or ions with the total composition C3H16NO4 (ωB97M-V/def2-TZVPD).

Net charge: +1
Highest occupied orbital energy, eV: -13.9
Frontier orbital gap, eV: 11.00

```
24
C3H16NO4 (ωB97M-V/def2-TZVPD)
C 0.562 1.425 1.496
C -0.444 1.816 0.468
C -0.854 3.029 0.135
N -1.031 0.693 -0.302
H 0.168 0.740 2.258
H 1.324 0.873 0.974
H 0.934 2.295 2.018
H -1.650 3.196 -0.574
H -0.506 3.856 0.777
H -1.103 -0.173 0.287
H -0.386 0.451 -1.102
H -1.928 0.988 -0.672
H -1.322 -2.374 1.145
H -0.248 -2.273 2.228
O -0.830 -1.737 1.676
H -1.131 -2.993 -1.342
H -0.371 -1.567 -1.314
O -0.999 -2.159 -0.866
H 1.548 -1.603 0.350
H 3.042 -1.621 -0.268
O 2.221 -1.138 -0.157
H 1.574 -0.607 -1.899
H 0.770 -0.673 -3.128
O 0.661 -0.447 -2.187
```

---

Copy entry 4 word for word.
Entry from the Open Molecules 2025 dataset: a gas-phase ion, C7H15N2 (charge +1) (ωB97M-V/def2-TZVPD).

Net charge: +1
Highest occupied orbital energy (alpha / beta), eV: -10.3 / -14.6
Frontier orbital gap (alpha / beta), eV: 7.53 / 6.87
Multiplicity: 3

```
24
C7H15N2 (ωB97M-V/def2-TZVPD)
C 0.403 -0.179 -0.068
C 0.993 1.341 -1.456
C -0.232 1.018 -0.610
C -1.568 0.784 -1.310
C -0.618 1.846 0.678
C -0.817 -1.413 1.529
C 1.420 -2.165 0.948
N 1.760 0.157 -1.026
N 0.281 -1.309 0.553
H 0.733 1.317 -2.440
H 1.686 2.287 -1.242
H -2.087 1.664 -1.414
H -2.269 0.024 -0.994
H -1.283 0.503 -2.450
H -0.993 2.770 0.524
H 0.124 2.179 1.374
H -1.298 1.385 1.282
H -1.177 -0.493 1.758
H -1.632 -2.064 1.037
H -0.573 -1.871 2.401
H 1.207 -3.196 0.604
H 2.211 -1.923 0.137
H 1.779 -2.147 1.948
H 1.947 -0.516 -1.761
```

---

Look up the net charge of the first one.
0

---

What is the net charge in the first record?
0